# 1
Formula: C22H27N7OS
Source: the Open Molecules 2025 dataset
Level of theory: ωB97M-V/def2-TZVPD

```
58
Properties=species:S:1:pos:R:3:forces:R:3:lowdin_charge:R:1
C 4.2749 3.7072 3.0742 -0.2 -0.1 0.1 -0.12
C 2.9728 2.9817 2.7606 0.3 0.0 -0.2 -0.27
C 2.9670 2.4202 1.3410 -0.3 0.0 0.3 -0.22
C 1.6552 1.7079 1.0235 0.3 -0.1 -0.3 -0.16
C 1.6507 1.1276 -0.3999 -0.1 -0.1 0.4 -0.26
C 1.5742 2.2230 -1.4052 0.2 0.0 -0.7 -0.26
N 1.2635 3.4830 -1.2067 0.0 -0.6 1.0 0.09
N 1.3163 4.0782 -2.3900 -0.2 1.0 -0.3 -0.03
N 1.6375 3.2633 -3.3020 0.3 -0.4 -1.3 0.05
N 1.8171 2.0675 -2.7327 -0.2 0.6 1.3 -0.05
C 2.1368 0.8979 -3.4990 0.0 -0.5 -0.4 -0.04
C 0.8931 0.2152 -3.9751 -0.5 0.7 -0.2 -0.27
C -0.2784 0.7194 -4.4555 0.6 -0.1 0.2 -0.02
C -1.0873 -0.4024 -4.7668 0.2 -0.5 0.1 -0.06
C -0.3440 -1.4971 -4.4555 -0.8 0.1 -0.3 -0.13
O 0.8575 -1.1328 -3.9706 0.5 0.0 0.1 0.03
N 0.5840 0.1761 -0.7033 0.1 0.0 -0.1 -0.12
C 0.7541 -1.1279 -0.0876 -0.1 -0.2 -0.1 -0.14
C -0.2568 -2.0993 -0.7008 0.4 -0.2 0.2 -0.12
N -1.6014 -1.5956 -0.5133 0.1 0.0 -0.3 -0.11
C -2.2927 -2.0116 0.5636 -0.9 0.2 0.3 -0.57
N -1.9766 -3.0293 1.2815 0.8 -0.3 -0.3 0.11
C -2.9042 -3.2875 2.2494 -0.7 0.3 0.3 -0.32
C -2.8449 -4.3198 3.1781 0.0 0.1 -0.1 -0.02
C -3.8626 -4.4489 4.1023 0.0 -0.1 0.1 -0.10
C -4.9376 -3.5673 4.1169 -0.1 0.0 0.1 -0.10
C -5.0177 -2.5319 3.2022 0.0 0.0 0.0 -0.10
C -4.0016 -2.4004 2.2774 0.3 -0.1 -0.1 -0.48
S -3.8251 -1.2054 1.0173 0.4 -0.3 0.0 1.08
C -1.7733 -0.2743 -1.0691 0.0 0.4 0.1 -0.14
C -0.7539 0.6861 -0.4511 -0.2 0.0 -0.2 -0.14
H 5.1221 3.0302 2.9851 0.1 0.0 0.0 0.07
H 4.2578 4.1034 4.0866 0.1 0.1 0.1 0.07
H 4.4233 4.5344 2.3839 0.1 0.1 -0.1 0.07
H 2.1363 3.6740 2.8724 -0.1 0.0 0.0 0.11
H 2.8290 2.1666 3.4742 -0.1 0.0 0.0 0.11
H 3.1081 3.2389 0.6336 0.1 0.0 0.0 0.11
H 3.8019 1.7229 1.2253 0.1 0.0 0.0 0.12
H 0.8332 2.4171 1.1213 -0.1 0.0 0.1 0.11
H 1.5048 0.8941 1.7363 -0.1 0.0 0.0 0.12
H 2.5960 0.5883 -0.5618 -0.1 0.1 0.0 0.15
H 2.7411 1.2303 -4.3510 0.0 -0.1 0.2 0.14
H 2.7165 0.2024 -2.8873 0.0 0.1 -0.1 0.14
H -0.5296 1.7534 -4.5747 0.0 0.3 0.0 0.11
H -2.0796 -0.3875 -5.1676 -0.2 -0.1 -0.1 0.11
H -0.5450 -2.5472 -4.5316 0.1 -0.2 0.0 0.12
H 1.7676 -1.4838 -0.2845 0.0 0.0 0.0 0.13
H 0.5954 -1.1016 1.0032 0.1 0.0 0.0 0.13
H -0.1854 -3.0769 -0.2257 0.0 0.1 -0.1 0.12
H -0.0758 -2.1878 -1.7742 0.0 0.0 0.1 0.11
H -2.0082 -4.9998 3.1589 0.1 -0.1 0.0 0.11
H -3.8237 -5.2488 4.8268 0.0 -0.1 0.1 0.10
H -5.7210 -3.6891 4.8495 -0.1 0.0 0.1 0.10
H -5.8487 -1.8437 3.2074 -0.1 0.0 0.0 0.10
H -2.7879 0.0792 -0.8834 0.0 0.0 -0.1 0.09
H -1.6106 -0.3396 -2.1485 0.0 0.1 0.1 0.11
H -0.8509 1.6733 -0.9056 -0.1 0.0 0.0 0.13
H -0.9635 0.7747 0.6277 0.0 0.0 0.0 0.13
```
Positions in Å, forces in eV/Å.

Results
- Maximum force: 1.44 eV Å⁻¹
- 2S+1: 1
- Structure (SMILES): CCCC[C@H](c1nnnn1Cc1ccco1)N1CCN(c2nc3ccccc3s2)CC1
- LUMO energy: 0.597 eV
- Relative energy (zero: lowest compared OMol25 entry of this formula, charge and spin): 8.96 kcal/mol

# 2
Formula: C22H27N7Re
Source: the Open Molecules 2025 dataset
Level of theory: ωB97M-V/def2-TZVPD

```
57
Properties=species:S:1:pos:R:3:forces:R:3:lowdin_charge:R:1
Re 0.0957 -0.7201 0.3932 1.2 0.6 0.7 1.58
C 1.8126 -1.3471 2.8114 0.0 0.0 0.1 -0.05
N 0.6418 -0.4538 2.4889 -0.1 -0.2 -0.6 -0.13
C 0.9209 0.9970 2.7950 0.0 0.1 0.1 -0.03
C 0.4735 1.8443 1.6552 0.0 0.1 0.0 -0.27
N 0.1530 1.2921 0.4799 -0.3 -0.6 -0.4 -0.04
C -0.0792 2.3419 -0.4342 0.1 0.0 0.2 -0.20
C -0.3406 2.3467 -1.7988 0.0 -0.1 -0.1 -0.03
C -0.4797 3.5821 -2.4020 0.0 0.1 0.0 -0.01
C -0.3523 4.7776 -1.6724 0.0 0.0 -0.1 0.00
C -0.0621 4.7778 -0.3244 0.0 0.1 0.1 0.05
C 0.0745 3.5324 0.2715 0.1 -0.1 0.1 -0.14
N 0.4247 3.1609 1.5823 0.0 0.2 0.0 0.24
C 2.6631 -1.3779 1.5902 0.1 -0.1 -0.1 -0.28
N 2.0955 -1.1208 0.3973 -0.6 0.0 -0.3 -0.05
C 3.1080 -1.2649 -0.5844 0.0 0.0 0.3 -0.19
C 3.0902 -1.0982 -1.9586 -0.2 0.1 -0.2 -0.01
C 4.2794 -1.3210 -2.6239 0.1 0.0 0.0 -0.01
C 5.4510 -1.6908 -1.9403 0.0 0.0 -0.2 0.00
C 5.4754 -1.8462 -0.5719 0.1 0.0 0.2 0.05
C 4.2737 -1.6261 0.0844 -0.1 0.0 0.2 -0.14
N 3.9355 -1.6756 1.4512 0.2 0.0 0.0 0.25
H 1.4349 -2.3461 3.0366 0.0 0.0 0.0 0.16
H 2.3448 -0.9912 3.6944 0.0 0.0 0.0 0.16
H -0.1236 -0.7541 3.0909 0.0 0.0 0.0 0.15
H 1.9962 1.1268 2.9324 0.0 0.0 0.0 0.16
H 0.4381 1.2798 3.7307 0.0 0.0 0.0 0.16
H -0.3698 1.4359 -2.3869 0.0 0.0 0.0 0.10
H -0.6672 3.6345 -3.4662 0.0 0.0 0.0 0.13
H -0.4601 5.7232 -2.1865 0.0 0.0 0.0 0.14
H 0.0631 5.7017 0.2269 0.0 0.0 0.0 0.14
H 0.6315 3.8079 2.3354 0.0 0.0 0.0 0.21
H 2.1957 -0.8053 -2.4985 0.1 0.0 0.0 0.11
H 4.3156 -1.2072 -3.6990 0.0 0.0 0.0 0.13
H 6.3611 -1.8562 -2.5009 0.0 0.0 0.0 0.14
H 6.3832 -2.1202 -0.0496 0.0 0.0 0.0 0.14
H 4.5763 -1.9140 2.2009 0.0 0.0 0.0 0.21
C -2.3067 -0.8146 -1.4915 0.0 0.0 0.0 -0.08
C -3.8237 -1.1585 -1.8417 0.0 0.0 0.1 -0.01
N -4.4125 -1.4149 -0.5542 0.1 0.0 0.0 0.00
C -3.9709 -2.6304 0.0791 0.0 0.1 0.0 -0.01
C -2.4458 -2.3237 0.4233 -0.2 0.1 -0.1 -0.08
N -2.0778 -0.9323 -0.0130 -0.5 -0.2 0.0 -0.32
C -2.9780 0.0464 0.6760 0.0 0.0 -0.1 -0.07
C -4.4983 -0.2682 0.3147 0.1 0.0 0.0 -0.01
H -2.0920 0.2061 -1.7968 0.0 0.0 0.0 0.11
H -1.6550 -1.5104 -2.0233 0.0 0.0 0.0 0.14
H -3.8950 -2.0368 -2.4803 0.0 0.0 0.0 0.16
H -4.3057 -0.3114 -2.3259 0.0 0.0 0.0 0.16
H -4.0576 -3.4738 -0.6030 0.0 0.0 0.0 0.16
H -4.5434 -2.8273 0.9831 0.0 0.1 0.0 0.16
H -1.8153 -3.0454 -0.0973 0.1 0.0 0.0 0.14
H -2.3056 -2.4137 1.4987 0.0 0.0 0.0 0.13
H -2.7213 1.0509 0.3467 0.0 0.0 0.0 0.13
H -2.8386 -0.0318 1.7526 0.0 0.0 0.0 0.13
H -4.9576 0.5706 -0.2045 0.0 0.0 0.0 0.16
H -5.0737 -0.5066 1.2071 0.0 0.0 0.0 0.16
```
Positions in Å, forces in eV/Å.

Results
- Total charge: +4
- Maximum force: 1.55 eV Å⁻¹
- 2S+1: 4
- LUMO energy (spin up / spin down): -13.718 / -15.181 eV

# 3
Formula: C22H27NO10
Source: the Open Molecules 2025 dataset
Level of theory: ωB97M-V/def2-TZVPD

```
60
Properties=species:S:1:pos:R:3:forces:R:3:lowdin_charge:R:1
C -0.5419 -5.1883 1.2427 -0.1 -0.2 -0.2 0.01
C -1.1935 -4.1720 0.3405 0.2 0.0 0.5 -0.53
O -1.8740 -4.4405 -0.6209 -0.2 -0.2 -0.4 0.08
N -0.9572 -2.8807 0.7232 0.0 0.4 0.1 0.12
C -1.2648 -1.7842 -0.1517 0.2 0.5 0.0 -0.15
C -0.0456 -1.3831 -1.0151 -0.4 -1.0 -0.4 -0.23
O 1.0420 -0.9789 -0.1831 0.0 0.2 0.0 0.06
C 1.9801 -1.8704 0.1587 0.2 -0.1 0.2 -0.47
O 1.9542 -3.0337 -0.1408 0.0 -0.1 -0.1 0.13
C 3.0647 -1.1909 0.9662 0.0 -0.1 -0.2 -0.03
C 3.7790 -0.2116 0.0677 0.1 0.1 0.1 -0.22
C 3.5915 1.1561 0.2091 0.1 -0.1 0.0 -0.04
C 4.2299 2.0381 -0.6465 0.0 0.1 0.0 -0.08
C 5.0568 1.5623 -1.6492 0.0 0.1 -0.1 -0.09
C 5.2459 0.1980 -1.7947 0.0 0.0 -0.1 -0.08
C 4.6085 -0.6848 -0.9417 0.0 0.0 0.0 -0.03
O -0.3479 -0.3690 -1.9070 0.2 0.0 0.1 0.03
C -0.8824 0.8202 -1.3497 -0.4 0.6 0.1 -0.18
C 0.2121 1.6792 -0.6977 0.4 -0.7 0.1 -0.08
O -0.3240 2.9628 -0.4101 -0.3 0.1 -0.3 0.03
C -0.0157 3.5204 0.7645 0.0 0.2 0.1 -0.51
C -0.7647 4.8034 0.9650 0.1 0.0 0.0 0.04
O 0.7501 3.0289 1.5561 0.1 0.1 0.0 0.08
C -2.0562 0.5659 -0.3879 0.5 0.6 0.2 -0.16
O -3.2108 0.1583 -1.1131 0.0 -0.4 0.0 0.05
C -3.9743 1.1307 -1.6513 -0.2 0.0 -0.1 -0.51
C -5.1421 0.5333 -2.3810 0.0 0.1 0.0 0.03
O -3.7261 2.2998 -1.5502 0.1 0.1 0.0 0.13
C -1.7798 -0.5650 0.6149 -0.9 -0.3 -0.4 -0.15
O -0.8241 -0.2082 1.6065 0.3 -0.1 -0.1 0.03
C -1.2390 0.6121 2.5965 0.0 0.0 0.3 -0.51
C -0.1411 0.8526 3.5856 0.0 0.1 0.0 0.04
O -2.3448 1.0771 2.6374 -0.1 0.1 0.0 0.13
H -0.9093 -6.1801 0.9979 0.0 0.0 0.0 0.08
H 0.5332 -5.1536 1.0730 0.1 0.0 0.0 0.08
H -0.7437 -4.9672 2.2876 0.0 0.0 0.1 0.08
H -0.2920 -2.7005 1.4587 -0.1 -0.1 0.0 0.14
H -2.0496 -2.1262 -0.8367 0.2 0.1 0.1 0.17
H 0.2728 -2.2444 -1.6186 -0.1 0.2 0.2 0.18
H 3.7490 -1.9547 1.3376 -0.1 0.0 0.0 0.13
H 2.6037 -0.6606 1.7997 0.0 0.0 0.0 0.12
H 2.9497 1.5398 0.9885 -0.1 0.0 0.1 0.10
H 4.0792 3.1008 -0.5258 0.0 0.1 0.0 0.11
H 5.5539 2.2516 -2.3154 0.0 0.1 0.0 0.10
H 5.8899 -0.1795 -2.5750 0.1 0.0 -0.1 0.10
H 4.7510 -1.7496 -1.0573 0.0 -0.1 0.0 0.12
H -1.2725 1.3732 -2.2123 0.0 -0.1 0.2 0.17
H 0.5818 1.2222 0.2228 0.0 0.2 -0.3 0.11
H 1.0448 1.7837 -1.4005 -0.1 0.0 0.1 0.15
H -1.6304 4.5926 1.5917 -0.1 0.0 0.0 0.10
H -0.1371 5.5255 1.4795 0.0 0.0 0.0 0.09
H -1.1079 5.1892 0.0108 -0.1 0.1 0.0 0.09
H -2.2850 1.5026 0.1377 0.1 -0.3 -0.1 0.16
H -5.6028 -0.2387 -1.7718 0.0 -0.1 0.0 0.09
H -5.8593 1.3110 -2.6235 0.0 0.0 0.0 0.09
H -4.7824 0.0712 -3.2980 0.0 -0.1 -0.1 0.09
H -2.7274 -0.8055 1.1167 0.2 0.0 -0.1 0.18
H 0.4731 1.6704 3.2070 0.0 -0.1 0.0 0.07
H 0.4787 -0.0323 3.6923 0.1 -0.1 0.0 0.08
H -0.5658 1.1475 4.5401 0.0 0.0 0.0 0.09
```
Positions in Å, forces in eV/Å.

Results
- Maximum force: 1.19 eV Å⁻¹
- 2S+1: 1
- Structure (SMILES): CC(=O)N[C@@H]1[C@H](OC(=O)Cc2ccccc2)O[C@H](COC(C)=O)[C@@H](OC(C)=O)[C@@H]1OC(C)=O
- LUMO energy: 0.532 eV
- Relative energy (zero: lowest compared OMol25 entry of this formula, charge and spin): 6.12 kcal/mol

> Among the records above, which one has the lowest maximum force?

C22H27NO10

> The lowest maximum force belongs to which entry?

C22H27NO10